The following is a DFT calculation (ωB97M-V with the def2-TZVPD basis set) of the ion C4H10N3 with charge +1 at a distorted geometry.

Properties
net charge: +1
E_tot: -8769.68396 eV
LUMO energy: -5.4 eV
SMILES: CCN(CC)[N+]#N
HOMO level: -15.46 eV

Structure (XYZ):
```
17
C4H10N3 | OMol25 | ωB97M-V with the def2-TZVPD basis set
C 0.56 0.07 2.42
C -0.28 0.74 -2.12
C 0.39 0.43 0.92
C 0.20 -0.47 -1.39
N -2.00 -1.98 0.62
N -1.20 -1.21 0.45
N -0.26 -0.48 0.01
H 0.60 -1.06 2.39
H 1.39 0.51 2.85
H -0.31 0.37 2.89
H 0.24 1.54 -1.78
H -0.37 0.75 -3.24
H -1.34 0.85 -1.99
H -0.18 1.42 0.68
H 1.52 0.58 0.47
H -0.17 -1.52 -1.85
H 1.19 -0.55 -1.32
```

These are the Mulliken partial charges, in e, on atoms 1 to 4:
1. C -1.17
2. C -1.18
3. C -0.32
4. C -0.38

=====

The following is a DFT calculation (ωB97M-V with the def2-TZVPD basis set) of the ion C4H10N3 with charge +1 at a distorted geometry.

Properties
net charge: +1
E_tot: -8772.86691 eV
LUMO energy: -3.9 eV
SMILES: CC(=[NH2+])/N=C/CN
HOMO level: -13.31 eV

Structure (XYZ):
```
17
C4H10N3 | OMol25 | ωB97M-V with the def2-TZVPD basis set
C -1.23 0.75 0.26
C -2.33 -0.29 -0.06
C 1.25 0.50 -0.05
C 1.94 0.03 1.22
N -0.03 0.64 -0.07
N 2.08 0.55 -1.11
N -1.74 -1.50 -0.63
H -1.59 1.79 0.52
H -2.72 -0.49 0.93
H -3.14 0.26 -0.63
H 2.89 -0.35 1.01
H 1.44 -0.75 1.66
H 2.03 0.94 1.85
H 3.03 0.44 -0.97
H 1.67 0.91 -2.01
H -2.38 -2.27 -0.54
H -1.14 -1.16 -1.38
```

These are the Mulliken partial charges, in e, on atoms 1 to 4:
1. C -0.06
2. C -0.45
3. C 0.72
4. C -1.21

=====

The following is a DFT calculation (ωB97M-V with the def2-TZVPD basis set) of a cluster of 2 separate species, C4H10N3 in total at a distorted geometry.

Properties
net charge: +1
E_tot: -8767.59522 eV
LUMO energy (spin up / spin down): -5.5 / -5.3 eV
HOMO level (spin up / spin down): -14.41 / -12.71 eV

Structure (XYZ):
```
17
C4H10N3 | OMol25 | ωB97M-V with the def2-TZVPD basis set
C -1.88 -1.79 -1.33
C -0.29 -0.59 0.10
C 0.20 1.58 0.90
C 1.54 -0.45 1.61
N -1.00 -1.19 -0.61
N 0.36 0.17 0.92
N -0.11 1.17 -1.87
H -2.91 -1.58 -1.27
H -1.57 -2.70 -1.87
H 1.08 2.11 1.34
H -0.03 1.58 -0.22
H -0.63 1.94 1.54
H 1.59 -1.50 1.32
H 2.54 -0.14 1.29
H 1.36 -0.44 2.74
H 0.66 0.61 -2.16
H -0.93 1.22 -2.43
```

These are the Mulliken partial charges, in e, on atoms 1 to 4:
1. C -0.30
2. C 0.41
3. C -0.75
4. C -0.94

=====

The following is a DFT calculation (ωB97M-V with the def2-TZVPD basis set) of an isolated molecule of C4H10N4 at a distorted geometry.

Properties
E_tot: -10265.59980 eV
LUMO energy (spin up / spin down): 0.3 / 0.3 eV
HOMO level (spin up / spin down): -6.68 / -6.68 eV

Structure (XYZ):
```
18
C4H10N4 | OMol25 | ωB97M-V with the def2-TZVPD basis set
C -1.31 1.65 -0.35
N 1.60 -0.67 0.42
C -0.36 0.79 0.44
N 1.75 -1.38 -0.80
N -1.50 -1.36 0.04
C 1.26 0.80 0.37
C -0.68 -0.59 0.77
N 0.58 1.38 1.37
H 2.39 -0.86 1.03
H 2.05 -0.74 -1.54
H 0.85 -1.75 -1.07
H -1.81 -1.04 -0.86
H -1.67 -2.32 0.30
H 1.99 1.36 -0.24
H -0.46 -0.97 1.77
H -2.29 1.73 0.13
H -1.47 1.30 -1.37
H -0.91 2.67 -0.41
```

These are the Mulliken partial charges, in e, on atoms 1 to 4:
1. C -1.34
2. N -0.18
3. C 0.63
4. N -0.66

=====

The following is a DFT calculation (ωB97M-V with the def2-TZVPD basis set) of an isolated molecule of C4H10N4 at a distorted geometry.

Properties
E_tot: -10265.52556 eV
LUMO energy (spin up / spin down): 0.9 / 0.9 eV
HOMO level (spin up / spin down): -7.40 / -7.40 eV

Structure (XYZ):
```
18
C4H10N4 | OMol25 | ωB97M-V with the def2-TZVPD basis set
C 1.11 -0.38 0.29
C 1.63 -0.44 1.65
C 1.80 0.54 -0.70
C -2.72 0.03 -0.87
N 0.41 -1.37 -0.21
N -0.69 -1.20 -0.73
N -0.65 0.86 0.29
N -1.30 -0.11 -0.44
H 2.45 -1.24 1.82
H 0.76 -0.51 2.28
H 2.08 0.50 1.90
H 2.61 -0.01 -1.20
H 2.05 1.47 -0.13
H 1.11 0.55 -1.56
H -3.22 -0.95 -1.10
H -3.40 0.56 -0.25
H -2.61 0.50 -1.88
H -1.44 1.19 0.84
```

These are the Mulliken partial charges, in e, on atoms 1 to 4:
1. C 0.86
2. C -1.15
3. C -1.03
4. C -0.81

=====

The following is a DFT calculation (ωB97M-V with the def2-TZVPD basis set) of an isolated molecule of C4H10N4 at a distorted geometry.

Properties
E_tot: -10269.29347 eV
LUMO energy: 0.7 eV
SMILES: [H]/N=C(/N)C(C)=C(N)N
HOMO level: -7.95 eV

Structure (XYZ):
```
18
C4H10N4 | OMol25 | ωB97M-V with the def2-TZVPD basis set
C 0.32 -1.38 -1.27
C 0.08 -0.34 -0.13
C -0.67 0.74 -0.42
C 0.56 -0.61 1.19
H 1.00 -2.20 -1.07
H -0.72 -1.82 -1.46
H 0.61 -0.71 -2.21
H -1.03 0.62 -2.54
H -1.67 2.10 -1.73
H -1.67 2.11 0.67
H -0.33 1.71 1.45
H 2.61 -0.25 0.80
H 2.22 -0.92 2.37
H -1.23 -0.49 1.99
N -1.26 1.04 -1.66
N -0.67 1.89 0.45
N 2.04 -0.89 1.32
N -0.18 -0.62 2.25
```

These are the Mulliken partial charges, in e, on atoms 1 to 4:
1. C -1.35
2. C 0.07
3. C 0.84
4. C 0.20

=====

Question: The lowest E_tot belongs to which entry?
Answer: number 6

=====

Question: What is the E_tot in the third record?
Answer: -8767.59522 eV